No. 1
{
  "formula": "C3H16NO9",
  "method": "wB97M-V/def2-TZVPD",
  "species": ["C", "N", "C", "C", "O", "O", "O", "H", "H", "H", "H", "H", "H", "O", "H", "H", "O", "H", "H", "O", "H", "H", "O", "H", "H", "O", "H", "H", "O"],
  "xyz": [[0.05, -2.54, -2.45], [0.12, -2.18, -1.09], [1.09, -1.16, -0.59], [0.46, 0.08, 0.20], [-0.51, 0.09, 1.04], [1.12, 1.12, 0.00], [0.79, -2.18, -3.28], [-0.49, -3.48, -2.67], [-0.59, -2.39, -0.38], [1.69, -1.68, 0.23], [1.85, -0.76, -1.35], [1.83, 1.42, -2.35], [0.78, 2.53, -1.73], [1.17, 2.15, -2.44], [-1.41, 3.00, 2.58], [-1.37, 2.78, 1.09], [-1.52, 3.38, 1.71], [1.45, 2.54, 1.07], [0.79, 3.34, 2.22], [1.55, 3.28, 1.72], [0.04, -2.08, 2.24], [1.47, -2.09, 1.80], [0.78, -2.65, 1.90], [-2.24, 0.50, -0.39], [-1.27, 1.04, -1.34], [-1.98, 1.23, -0.80], [-2.38, -2.39, 1.32], [-1.25, -1.09, 1.02], [-2.03, -1.82, 0.70]],
  "multiplicity": 1,
  "charge": -1,
  "e_above_lowest_kcal_mol": 72.8
}

No. 2
{
  "formula": "C3H16O4S",
  "method": "wB97M-V/def2-TZVPD",
  "species": ["C", "C", "S", "C", "H", "H", "H", "H", "H", "H", "H", "H", "H", "H", "O", "H", "H", "O", "H", "H", "O", "H", "H", "O"],
  "xyz": [[0.91, 0.79, 1.34], [1.27, -0.15, 0.22], [1.78, 0.77, -1.33], [0.91, -0.32, -2.51], [0.13, 0.31, 1.92], [0.52, 1.72, 0.96], [1.71, 1.04, 2.05], [0.45, -0.74, -0.17], [2.13, -0.80, 0.40], [0.66, -1.28, -2.07], [0.05, 0.20, -2.89], [1.55, -0.53, -3.35], [-0.57, -2.06, 2.05], [-2.06, -1.98, 2.34], [-1.44, -2.24, 1.65], [-2.11, 5.03, -3.38], [-1.41, 4.64, -2.13], [-2.24, 5.03, -2.43], [1.80, -2.64, 3.53], [1.47, -1.47, 2.51], [1.13, -2.23, 2.98], [-2.79, -1.29, -1.04], [-1.78, -1.10, 0.09], [-2.08, -0.71, -0.74]],
  "multiplicity": 1,
  "e_above_lowest_kcal_mol": 25.5,
  "smiles": "CCSC.O.O.O.O"
}

Repeat the second record exactly.
{
  "formula": "C3H16O4S",
  "method": "wB97M-V/def2-TZVPD",
  "species": ["C", "C", "S", "C", "H", "H", "H", "H", "H", "H", "H", "H", "H", "H", "O", "H", "H", "O", "H", "H", "O", "H", "H", "O"],
  "xyz": [[0.91, 0.79, 1.34], [1.27, -0.15, 0.22], [1.78, 0.77, -1.33], [0.91, -0.32, -2.51], [0.13, 0.31, 1.92], [0.52, 1.72, 0.96], [1.71, 1.04, 2.05], [0.45, -0.74, -0.17], [2.13, -0.80, 0.40], [0.66, -1.28, -2.07], [0.05, 0.20, -2.89], [1.55, -0.53, -3.35], [-0.57, -2.06, 2.05], [-2.06, -1.98, 2.34], [-1.44, -2.24, 1.65], [-2.11, 5.03, -3.38], [-1.41, 4.64, -2.13], [-2.24, 5.03, -2.43], [1.80, -2.64, 3.53], [1.47, -1.47, 2.51], [1.13, -2.23, 2.98], [-2.79, -1.29, -1.04], [-1.78, -1.10, 0.09], [-2.08, -0.71, -0.74]],
  "multiplicity": 1,
  "e_above_lowest_kcal_mol": 25.5,
  "smiles": "CCSC.O.O.O.O"
}

Q: multiplicity of number 1 (C3H16NO9)?
A: 1

Q: Number 1 is which compound?
A: C3H16NO9